A molecular structure, C33H29CuO4P2. Source: the Open Molecules 2025 dataset; level of theory: ωB97M-V with the def2-TZVPD basis set.

The calculation puts the total energy at -106100.34188 eV. For the energy above the lowest of the compared OMol25 structures with the same formula, charge and spin, the calculation gives 0.0 kJ/mol. The HOMO energy is -7.325 eV. For the frontier orbital gap, the calculation gives 7.6 eV.

```
69
Properties=species:S:1:pos:R:3:forces:R:3:lowdin_charge:R:1
Cu 1.145 1.375 -1.984 -0.1 -0.3 -0.3 0.43
C 5.643 0.961 -1.267 0.5 -0.7 -0.7 -0.03
C 4.247 1.481 -1.360 -2.0 1.0 0.5 -0.39
O 3.485 0.994 -2.189 0.1 -0.4 -0.3 0.02
C 3.729 2.556 -0.476 2.9 -0.8 1.5 -0.08
C 4.617 2.914 0.626 0.2 -0.6 -0.9 -0.06
C 4.450 3.907 1.523 -1.7 0.9 -0.1 -0.10
C 3.254 4.649 1.346 0.2 0.0 0.5 -0.09
C 2.404 4.321 0.354 -0.6 0.5 -0.7 -0.06
C 2.530 3.252 -0.585 -0.3 1.0 0.3 -0.38
O 1.558 3.115 -1.416 0.0 -0.3 -0.3 -0.13
H 5.660 0.210 -2.042 0.2 -0.2 -0.5 0.07
H 5.826 0.352 -0.371 0.2 0.8 0.2 0.09
H 6.413 1.704 -1.545 -0.3 -0.3 0.8 0.10
H 5.526 2.372 0.802 0.3 -0.6 -0.5 0.09
H 5.144 4.157 2.292 0.4 -0.1 0.4 0.09
H 2.894 5.449 1.986 0.6 0.1 0.1 0.10
H 1.583 4.992 0.169 -0.6 -0.1 0.0 0.12
O -2.283 1.591 -2.055 0.2 0.4 -0.5 -0.30
P -2.533 0.698 -0.924 -1.4 -1.2 0.7 0.72
C -1.957 -1.056 -1.187 -0.5 -0.1 -0.8 -0.31
P -0.226 -1.387 -1.241 0.3 0.2 0.9 0.74
O 0.447 -0.423 -2.146 0.6 0.2 -0.8 -0.33
C 0.081 -3.123 -1.660 -0.7 0.4 0.7 -0.27
C 1.348 -3.390 -2.159 0.0 0.0 -0.7 -0.07
C 1.766 -4.699 -2.256 0.9 -0.7 0.0 -0.07
C 0.956 -5.758 -1.858 0.1 -0.7 -0.3 -0.09
C -0.325 -5.488 -1.433 -1.6 -0.4 1.7 -0.09
C -0.765 -4.160 -1.240 0.2 -0.6 -1.2 -0.08
C 0.402 -1.233 0.451 -0.3 -0.8 -0.3 -0.26
C 0.089 -2.218 1.392 0.0 -0.2 0.4 -0.08
C 0.728 -2.266 2.623 -0.8 -1.0 0.3 -0.08
C 1.603 -1.260 2.962 0.9 0.8 0.7 -0.08
C 1.782 -0.191 2.099 -1.1 -1.2 -1.4 -0.05
C 1.238 -0.195 0.791 0.1 -1.4 2.7 -0.04
C -4.345 0.299 -0.662 0.2 0.4 0.4 -0.25
C -5.200 1.115 0.102 0.9 1.1 -0.4 -0.07
C -6.571 1.037 -0.083 0.4 0.3 0.3 -0.09
C -7.052 0.032 -0.873 -2.6 -1.2 -1.3 -0.12
C -6.286 -0.921 -1.528 0.7 0.7 0.2 -0.06
C -4.902 -0.720 -1.429 -0.3 -0.7 -0.3 -0.10
C -1.844 1.237 0.642 0.7 -0.2 -0.7 -0.28
C -0.862 2.242 0.551 -0.5 0.0 -0.5 -0.06
C -0.173 2.613 1.684 -0.5 -0.4 0.9 -0.07
C -0.411 1.947 2.867 0.4 -0.4 0.6 -0.06
C -1.288 0.841 2.907 0.3 1.5 1.2 -0.09
C -2.045 0.508 1.825 -0.8 -0.2 -0.8 -0.09
H -2.331 -1.395 -2.171 0.1 0.4 0.2 0.08
H -2.453 -1.691 -0.472 -0.2 -0.3 0.6 0.06
H 1.944 -2.583 -2.588 0.0 -0.1 0.5 0.12
H 2.772 -4.921 -2.609 -0.2 0.1 -0.1 0.11
H 1.274 -6.824 -1.919 -0.1 1.1 0.0 0.12
H -0.986 -6.339 -1.060 0.9 1.3 -0.8 0.13
H -1.806 -3.979 -0.943 0.6 0.0 0.2 0.11
H -0.691 -2.950 1.200 0.2 -0.1 -0.2 0.10
H 0.471 -3.079 3.334 0.3 0.6 -0.6 0.12
H 2.161 -1.223 3.923 -0.7 -0.2 -0.7 0.12
H 2.250 0.668 2.450 1.2 1.3 0.4 0.09
H 1.389 0.618 0.170 0.5 1.4 -1.2 0.05
H -4.785 1.953 0.691 -0.2 -0.6 -0.3 0.12
H -7.254 1.791 0.302 0.2 -0.3 0.2 0.11
H -8.140 -0.048 -1.102 0.8 0.3 0.5 0.12
H -6.793 -1.683 -2.153 0.7 0.5 0.5 0.12
H -4.227 -1.370 -1.961 -0.2 -0.1 -0.2 0.08
H -0.613 2.770 -0.377 -0.5 -0.4 0.2 0.11
H 0.524 3.412 1.708 0.5 0.6 -0.4 0.08
H 0.164 2.285 3.765 -0.7 -0.6 -0.7 0.13
H -1.512 0.429 3.869 0.1 -0.5 0.3 0.10
H -2.839 -0.273 1.913 0.8 0.7 -0.2 0.13
```
Forces are in eV/Å.

5 unconnected molecules or ions with the total composition C2H14O5. Source: the Open Molecules 2025 dataset; level of theory: ωB97M-V with the def2-TZVPD basis set.

The calculation puts the total energy at -12538.67332 eV. For the energy above the lowest of the compared OMol25 structures with the same formula, charge and spin, the calculation gives 46.7 kJ/mol. The SMILES is CCO.O.O.O.O. The HOMO energy is -10.149 eV. For the frontier orbital gap, the calculation gives 10.5 eV.

```
21
Properties=species:S:1:pos:R:3:forces:R:3:lowdin_charge:R:1
C -1.218 0.111 -1.659 -0.5 -1.8 1.2 -0.32
O -1.258 1.048 -0.593 0.1 0.6 -0.3 -0.11
C -2.602 -0.428 -2.035 0.4 0.6 -1.1 -0.08
H -0.643 -0.767 -1.354 0.2 0.1 0.1 0.09
H -0.663 0.523 -2.497 -0.4 0.4 -0.1 0.12
H -1.456 0.635 0.264 0.3 0.0 -0.4 0.07
H -3.254 -0.801 -1.247 0.3 0.4 0.5 0.07
H -2.465 -1.296 -2.686 0.0 0.2 -0.3 0.07
H -3.092 0.377 -2.589 -0.5 -0.3 0.0 0.07
H 1.228 -0.377 -0.107 0.0 0.9 -0.3 0.00
H 1.698 -1.699 -0.695 -0.4 0.2 0.6 0.09
O 1.148 -1.321 0.020 0.6 -0.8 -0.3 -0.06
H -0.072 -0.271 2.370 0.0 -0.2 0.1 0.03
H 0.524 1.097 2.186 -0.2 0.1 -0.1 0.05
O -0.305 0.617 2.073 0.2 -0.1 0.1 -0.04
H 1.776 -1.371 1.783 -0.2 -0.8 -0.1 -0.02
H 2.606 -0.940 2.924 0.0 -0.4 0.5 0.04
O 1.960 -1.630 2.707 0.3 1.0 -0.3 -0.08
H 0.541 1.795 -0.931 0.2 -0.1 0.2 0.02
H 1.998 2.344 -0.737 -0.3 -0.3 -0.2 0.05
O 1.487 1.591 -1.072 0.1 0.2 0.2 -0.07
```
Forces are in eV/Å.

2 unconnected molecules or ions with the total composition CH2BrN3. Source: the Open Molecules 2025 dataset; level of theory: ωB97M-V with the def2-TZVPD basis set.

The calculation puts the total energy at -75576.42485 eV. For the energy above the lowest of the compared OMol25 structures with the same formula, charge and spin, the calculation gives 553.5 kJ/mol. The HOMO energy (spin up / spin down) is -9.737 / -9.735 eV. For the frontier orbital gap (spin up / spin down), the calculation gives 6.6 / 6.6 eV.

```
7
Properties=species:S:1:pos:R:3:forces:R:3:lowdin_charge:R:1
C -0.862 1.184 -0.096 -0.4 0.9 0.7 -0.56
N -0.915 2.297 0.204 0.0 0.6 0.2 0.17
N 1.290 -0.572 0.502 -2.2 1.0 -0.7 0.14
N -0.766 -0.006 -0.593 3.4 -1.9 -0.2 -0.46
Br -1.856 -1.316 -0.017 -0.8 -0.4 0.5 0.72
H 1.828 -0.045 -0.188 0.0 -0.1 -0.2 0.00
H 1.281 -1.541 0.188 0.0 -0.1 -0.3 -0.01
```
Forces are in eV/Å.

A molecular structure, C20H30N4PdSSi2. Source: the Open Molecules 2025 dataset; level of theory: ωB97M-V with the def2-TZVPD basis set.

The calculation puts the total energy at -57258.72765 eV. For the energy above the lowest of the compared OMol25 structures with the same formula, charge and spin, the calculation gives 177.6 kJ/mol. The HOMO energy (spin up / spin down) is -7.150 / -7.361 eV. For the frontier orbital gap (spin up / spin down), the calculation gives 6.6 / 6.4 eV.

```
58
Properties=species:S:1:pos:R:3:forces:R:3:lowdin_charge:R:1
Pd 0.795 -0.487 -0.967 -1.4 -0.8 0.8 0.60
N 3.929 -2.368 1.489 -0.1 0.1 0.0 0.07
C 2.819 -1.950 0.849 -0.1 -0.2 0.2 -0.85
S 3.063 -1.233 -0.721 0.1 0.5 0.0 0.56
N 1.684 -2.192 1.500 0.0 0.3 -0.5 0.01
N 0.613 -1.806 0.767 0.5 -0.4 0.1 -0.06
C -0.571 -1.888 1.258 -0.3 0.2 -0.3 -0.19
C -0.881 -2.382 2.623 0.0 0.1 0.0 -0.20
C -0.481 -1.643 3.732 0.0 0.0 0.0 -0.03
C -0.771 -2.092 5.010 0.0 0.0 0.0 -0.07
C -1.457 -3.286 5.190 0.0 0.0 0.0 -0.09
C -1.853 -4.030 4.088 0.0 0.0 0.0 -0.08
C -1.568 -3.576 2.808 0.0 -0.1 0.0 -0.04
C -1.660 -1.450 0.337 0.2 -0.4 0.3 -0.18
C -2.990 -1.438 0.737 -0.1 0.0 -0.1 0.00
C -3.966 -1.072 -0.176 0.0 0.0 0.1 -0.04
C -3.598 -0.742 -1.469 0.1 -0.1 0.0 -0.04
C -2.249 -0.754 -1.785 -0.1 0.0 -0.1 -0.12
N -1.304 -1.086 -0.913 0.3 0.7 0.3 0.03
H 4.834 -2.163 1.110 0.0 0.0 0.0 0.08
H 3.830 -2.812 2.385 0.0 0.0 0.0 0.10
H 0.070 -0.723 3.588 0.0 0.0 0.0 0.11
H -0.456 -1.512 5.868 0.0 0.0 0.0 0.10
H -1.680 -3.640 6.189 0.0 0.0 0.0 0.10
H -2.381 -4.965 4.224 0.0 0.0 0.0 0.10
H -1.873 -4.159 1.947 0.0 0.0 0.0 0.12
H -3.247 -1.712 1.750 0.0 0.0 0.0 0.12
H -5.007 -1.052 0.121 0.0 0.0 0.0 0.11
H -4.325 -0.465 -2.218 0.0 0.0 0.0 0.11
H -1.906 -0.477 -2.775 0.0 0.1 0.0 0.10
C -0.667 2.151 -4.239 0.0 0.1 -0.1 -0.19
Si 0.660 1.352 -3.165 -0.2 0.5 0.0 0.33
C 2.282 2.232 -3.440 0.2 0.0 -0.1 -0.18
C 0.877 -0.351 -3.953 0.0 0.0 -0.2 -0.22
C 0.073 1.503 -1.403 0.9 -0.5 -0.4 -0.39
Si 0.749 2.531 0.004 -0.1 0.0 -0.3 0.38
C 1.962 1.700 1.159 0.1 0.0 0.1 -0.21
C 1.615 4.076 -0.611 0.0 0.1 0.1 -0.19
C -0.725 3.051 1.038 -0.1 0.0 0.1 -0.19
H -0.350 2.193 -5.284 0.0 0.0 0.0 0.03
H -0.889 3.168 -3.909 0.0 0.0 0.0 0.03
H -1.603 1.584 -4.201 0.0 0.0 0.0 0.02
H 2.590 2.100 -4.481 0.0 0.0 0.0 0.03
H 3.073 1.818 -2.808 0.0 0.0 0.0 0.04
H 2.211 3.301 -3.241 0.0 0.0 0.0 0.02
H 0.835 -0.146 -5.030 0.0 -0.1 0.0 0.03
H 0.109 -1.097 -3.736 -0.1 0.0 0.0 0.01
H 1.842 -0.809 -3.734 0.0 0.0 0.0 0.01
H -1.018 1.464 -1.356 0.0 -0.1 0.1 0.00
H 2.894 1.420 0.667 0.0 0.0 0.0 0.01
H 1.576 0.802 1.646 -0.1 0.0 0.0 0.00
H 2.187 2.440 1.935 0.1 -0.1 0.0 0.03
H 2.566 3.835 -1.090 0.0 0.0 0.0 0.02
H 1.831 4.731 0.238 0.0 0.0 0.0 0.03
H 1.009 4.639 -1.324 0.0 0.0 0.0 0.03
H -1.250 2.174 1.430 0.0 0.0 0.0 0.02
H -1.441 3.633 0.454 0.0 0.0 0.0 0.03
H -0.411 3.659 1.890 0.0 0.0 0.0 0.03
```
Forces are in eV/Å.